(1)
A gas-phase ion, C6H9O2 (charge +1) in a non-equilibrium geometry, computed with wB97M-V/def2-TZVPD.

As for the total energy: -384.203533 Eh. Its charge is +1. The orbital gap comes out at 10.7 eV. The calculation puts the LUMO energy at -5.73 eV. For the HOMO energy, the calculation gives -0.6020 Eh.

Geometry (Å):
C1 2.569 1.692 -0.493
C2 -1.583 -0.746 0.765
C3 -1.126 -1.210 -0.623
C4 -0.325 -0.102 1.363
C5 -0.151 -0.102 -1.049
C6 0.436 0.365 0.204
O1 1.503 1.086 0.347
O2 2.615 1.880 -1.647
H1 3.302 1.962 0.272
H2 -2.366 0.006 0.671
H3 -1.964 -1.566 1.369
H4 -0.595 -2.159 -0.558
H5 -1.951 -1.320 -1.318
H6 -0.500 0.680 2.105
H7 0.283 -0.856 1.884
H8 0.573 -0.355 -1.825
H9 -0.721 0.745 -1.468

---

(2)
A gas-phase ion, C4H10N3 (charge +1) in a non-equilibrium geometry, computed with wB97M-V/def2-TZVPD.

As for the total energy: -322.312356 Eh. Its charge is +1. The orbital gap comes out at 10.4 eV. The calculation puts the LUMO energy at -4.59 eV. Its SMILES is [H]/N=N\[N+](C)=C(C)C. For the HOMO energy, the calculation gives -0.5499 Eh.

Geometry (Å):
H1 -0.987 -2.973 0.121
N1 -1.834 -2.440 -0.224
N2 -1.726 -1.290 -0.355
N3 -0.219 -0.605 0.038
C1 0.733 -1.604 0.328
C2 -0.038 0.694 -0.056
C3 1.244 1.471 0.288
C4 -1.096 1.633 -0.497
H2 0.321 -2.257 1.119
H3 1.211 -2.202 -0.516
H4 1.631 -1.170 0.680
H5 1.327 2.015 1.172
H6 1.448 2.253 -0.537
H7 2.016 0.792 0.366
H8 -0.796 2.205 -1.398
H9 -1.964 1.162 -0.813
H10 -1.270 2.316 0.284

---

(3)
A gas-phase ion, C4H6N (charge +1) in a non-equilibrium geometry, computed with wB97M-V/def2-TZVPD.

As for the total energy: -210.441500 Eh. Its charge is +1. The orbital gap comes out at 10.3 eV. The calculation puts the LUMO energy at -4.46 eV. Its SMILES is C1=C[NH2+]C=C1. For the HOMO energy, the calculation gives -0.5412 Eh.

Geometry (Å):
C1 -1.106 -0.753 0.079
C2 0.180 -1.158 0.019
N1 1.090 -0.080 0.062
C3 0.150 1.078 0.013
C4 -1.107 0.663 0.035
H1 -1.997 -1.425 -0.054
H2 0.709 -2.054 -0.095
H3 1.648 0.085 0.890
H4 1.620 0.167 -0.862
H5 0.684 2.074 -0.084
H6 -1.870 1.403 -0.004

---

(4)
A single C5H5NO2 molecule in a non-equilibrium geometry, computed with wB97M-V/def2-TZVPD.

As for the total energy: -398.570730 Eh. The orbital gap comes out at 9.2 eV. The calculation puts the LUMO energy at 0.63 eV. Its SMILES is C1=NO[C@H]2COC=C12. For the HOMO energy, the calculation gives -0.3137 Eh.

Geometry (Å):
C1 1.131 -0.385 1.517
N1 0.771 0.827 2.053
O1 -0.089 1.325 0.946
C2 -0.775 0.272 0.367
C3 -0.956 0.465 -1.197
O2 -0.037 -0.410 -1.822
C4 0.583 -0.967 -0.919
C5 0.268 -0.684 0.381
H1 1.746 -1.181 2.052
H2 -1.705 0.100 0.948
H3 -0.521 1.602 -1.584
H4 -1.996 0.475 -1.414
H5 1.581 -1.438 -1.329

---

(5)
A molecular structure, C24H21N6O2S5W in a non-equilibrium geometry, computed with wB97M-V/def2-TZVPD.

As for the total energy: -3463.997558 Eh. Its charge is +1. The orbital gap (spin up / spin down) comes out at 5.4 / 6.7 eV. The calculation puts the LUMO energy (spin up / spin down) at -4.26 / -4.29 eV. Its spin multiplicity is 3. The expectation value of S² is 2.07. For the HOMO energy (spin up / spin down), the calculation gives -0.3565 / -0.4053 Eh.

Geometry (Å):
W1 -0.687 -0.322 -0.269
C1 0.814 -1.744 -4.656
C2 0.566 -0.277 -4.977
N1 0.835 0.596 -3.824
C3 0.015 0.698 -2.791
S1 0.487 1.638 -1.383
N2 -1.126 -0.002 -2.790
N3 -1.858 0.376 -1.667
C4 -2.700 1.362 -1.621
C5 -3.385 1.879 -2.828
C6 -2.815 1.872 -0.293
C7 -3.570 2.864 0.212
C8 -3.449 3.226 1.612
C9 -2.404 2.821 2.347
C10 -1.316 2.046 1.676
N4 -1.937 1.178 0.608
H1 0.622 -2.357 -5.537
H2 0.147 -2.075 -3.860
H3 1.849 -1.907 -4.345
H4 -0.465 -0.118 -5.285
H5 1.212 0.067 -5.782
H6 1.741 1.022 -3.723
H7 -3.297 1.170 -3.646
H8 -2.937 2.827 -3.137
H9 -4.441 2.056 -2.619
H10 -4.278 3.377 -0.429
H11 -4.199 3.871 2.050
H12 -2.281 3.155 3.368
H13 -0.685 2.746 1.113
S2 -1.249 -2.618 -1.157
C11 0.460 -2.587 -1.152
N5 1.009 -1.396 -0.987
C12 2.416 -1.470 -0.892
C13 3.307 -0.426 -0.690
C14 4.657 -0.718 -0.628
C15 5.125 -2.028 -0.768
C16 4.241 -3.072 -0.965
C17 2.883 -2.773 -1.022
S3 1.556 -3.888 -1.224
H14 2.944 0.583 -0.567
H15 5.365 0.085 -0.462
H16 6.187 -2.231 -0.713
H17 4.593 -4.091 -1.067
O1 -0.079 -2.056 1.528
S4 0.771 -1.095 2.239
O2 2.172 -1.349 2.231
N6 0.295 0.327 1.506
C18 -0.437 1.105 2.413
S5 -2.610 -0.349 1.154
C19 -0.467 0.570 3.743
C20 -1.007 1.072 4.932
C21 -0.876 0.339 6.100
C22 -0.207 -0.888 6.132
C23 0.345 -1.405 4.970
C24 0.193 -0.668 3.812
H18 -1.510 2.029 4.961
H19 -1.295 0.734 7.017
H20 -0.113 -1.432 7.062
H21 0.871 -2.351 4.969

---

(6)
A molecular structure, C8H20ClN4O4 in a non-equilibrium geometry, computed with wB97M-V/def2-TZVPD.

As for the total energy: -1296.980399 Eh. Its charge is -1. The orbital gap comes out at 8.9 eV. The calculation puts the LUMO energy at 2.98 eV. For the HOMO energy, the calculation gives -0.2175 Eh.

Geometry (Å):
Cl1 0.576 0.470 -0.228
O1 -2.004 3.610 -2.044
C1 -1.471 2.854 -1.332
N1 -0.608 1.920 -1.739
C2 -1.802 2.827 0.123
H1 -0.465 2.049 -2.730
H2 -0.134 1.260 -1.139
H3 -1.145 2.185 0.711
H4 -2.756 2.321 0.268
H5 -1.804 3.836 0.535
O2 1.925 -0.506 -4.356
C3 1.520 -0.617 -3.187
N2 0.320 -0.157 -2.893
C4 2.382 -1.053 -2.048
H6 -0.410 0.114 -3.536
H7 -0.001 -0.286 -1.945
H8 2.924 -1.906 -2.457
H9 1.750 -1.211 -1.174
H10 3.009 -0.212 -1.750
O3 0.198 -3.982 1.681
C5 0.048 -2.909 1.070
N3 0.880 -1.923 1.242
C6 -1.170 -2.600 0.179
H11 1.655 -2.286 1.779
H12 0.720 -1.033 0.794
H13 -0.832 -2.770 -0.843
H14 -1.504 -1.588 0.405
H15 -1.909 -3.345 0.476
O4 -1.008 1.432 3.801
C7 -0.298 0.915 2.940
N4 -0.025 1.559 1.847
C8 0.226 -0.412 3.137
H16 0.729 1.345 1.209
H17 -0.530 2.394 1.587
H18 -0.511 -1.091 2.709
H19 0.297 -0.697 4.187
H20 1.228 -0.511 2.719

---

(7)
A molecular structure, C47H50GeN5O4TeV in a non-equilibrium geometry, computed with wB97M-V/def2-TZVPD.

As for the total energy: -5684.700901 Eh. Its charge is -1. The orbital gap (spin up / spin down) comes out at 6.9 / 7.2 eV. The calculation puts the LUMO energy (spin up / spin down) at 2.07 / 2.02 eV. Its spin multiplicity is 4. The expectation value of S² is 3.78. For the HOMO energy (spin up / spin down), the calculation gives -0.1781 / -0.1896 Eh.

Geometry (Å):
V1 -0.746 0.732 1.002
O1 0.944 2.050 1.474
H1 1.502 1.855 2.231
H2 0.595 2.967 1.616
O2 -1.741 2.563 1.043
N1 -1.998 1.834 2.104
N2 -0.775 -3.094 7.969
C1 -1.103 -2.073 7.476
N3 -1.569 -0.926 7.081
C2 -1.589 -0.381 5.947
N4 -1.548 0.211 4.915
Te1 -2.743 2.725 3.795
C3 -3.687 4.248 2.573
C4 -3.103 5.559 2.712
C5 -3.719 6.685 2.202
C6 -4.883 6.516 1.503
C7 -5.448 5.246 1.342
C8 -4.904 4.107 1.908
H3 -2.114 5.774 3.211
H4 -3.224 7.635 2.183
H5 -5.455 7.407 1.174
H6 -6.425 5.207 0.854
H7 -5.387 3.146 1.805
O3 -0.281 0.974 -0.906
C9 -1.577 1.026 -1.222
O4 -2.412 0.523 -0.486
C10 -1.949 1.774 -2.501
C11 -0.800 2.395 -3.336
Ge1 0.578 1.077 -3.729
C12 1.041 1.406 -5.581
C13 0.111 1.766 -6.527
C14 0.421 1.698 -7.864
C15 1.712 1.340 -8.243
C16 2.654 1.016 -7.295
C17 2.311 1.072 -5.946
C18 -0.054 -0.799 -3.787
C19 -0.754 -1.167 -4.965
C20 -1.168 -2.436 -5.181
C21 -0.831 -3.405 -4.206
C22 -0.172 -3.041 -3.030
C23 0.146 -1.701 -2.755
C24 2.212 1.330 -2.673
C25 2.389 2.519 -1.929
C26 3.587 2.888 -1.303
C27 4.689 2.090 -1.498
C28 4.560 0.917 -2.258
C29 3.356 0.555 -2.807
H8 -2.713 2.522 -2.143
H9 -2.505 1.080 -3.117
H10 -0.481 3.325 -2.888
H11 -1.164 2.645 -4.326
H12 -0.928 1.935 -6.156
H13 -0.228 1.922 -8.660
H14 1.905 1.379 -9.324
H15 3.682 0.794 -7.580
H16 3.025 0.882 -5.194
H17 -0.865 -0.445 -5.743
H18 -1.639 -2.760 -6.092
H19 -1.157 -4.451 -4.352
H20 0.158 -3.755 -2.289
H21 0.539 -1.410 -1.782
H22 1.584 3.260 -1.905
H23 3.490 3.840 -0.737
H24 5.702 2.381 -1.116
H25 5.433 0.313 -2.505
H26 3.227 -0.324 -3.468
C30 5.004 -1.138 0.996
C31 3.756 -0.787 1.812
C32 3.876 -0.120 3.022
C33 2.762 0.205 3.775
C34 2.904 1.014 5.104
C35 1.463 -0.152 3.350
C36 1.349 -0.685 2.078
C37 2.484 -1.071 1.303
N5 -0.025 -0.904 1.644
C38 -0.631 -2.207 1.859
C39 -2.101 -2.063 1.554
C40 -2.833 -3.380 1.738
C41 -2.629 -3.882 3.158
C42 -1.172 -4.071 3.480
C43 -0.577 -5.078 2.530
C44 -0.693 -4.583 1.092
C45 -2.168 -4.380 0.773
C46 0.061 -3.274 0.942
C47 -0.428 -2.756 3.340
H27 5.531 -0.243 0.803
H28 4.752 -1.505 0.018
H29 5.608 -1.857 1.596
H30 4.799 0.057 3.514
H31 3.728 0.587 5.765
H32 1.962 1.084 5.650
H33 3.188 2.041 4.811
H34 0.567 0.006 3.950
H35 2.305 -1.511 0.305
H36 -2.186 -1.713 0.514
H37 -2.489 -1.381 2.328
H38 -3.895 -3.251 1.501
H39 -3.090 -4.850 3.222
H40 -3.113 -3.241 3.921
H41 -1.007 -4.525 4.467
H42 -1.139 -6.038 2.632
H43 0.436 -5.342 2.789
H44 -0.311 -5.405 0.451
H45 -2.651 -5.362 0.916
H46 -2.288 -4.078 -0.295
H47 0.133 -2.925 -0.068
H48 1.081 -3.396 1.391
H49 0.663 -2.913 3.586
H50 -0.696 -1.867 3.969

---

(8)
2 unconnected molecules or ions with the total composition C30H45F6NOPS in a non-equilibrium geometry, computed with wB97M-V/def2-TZVPD.

As for the total energy: -2639.137213 Eh. Its charge is -1. The orbital gap comes out at 8.5 eV. The calculation puts the LUMO energy at 1.91 eV. For the HOMO energy, the calculation gives -0.2433 Eh.

Geometry (Å):
C1 2.510 3.217 6.992
C2 1.170 3.105 7.722
C3 0.031 3.840 7.012
C4 -0.283 3.318 5.614
C5 -1.230 4.227 4.834
C6 -1.484 3.749 3.400
C7 -2.840 4.204 2.868
C8 -3.071 3.918 1.382
C9 -2.651 2.521 0.910
C10 -3.349 1.379 1.669
C11 -3.837 0.234 0.778
C12 -2.713 -0.334 -0.097
C13 -2.975 -1.785 -0.541
C14 -1.732 -2.690 -0.636
C15 -1.211 -3.004 -2.051
C16 0.042 -2.236 -2.470
C17 -0.114 -0.720 -2.325
C18 0.833 0.095 -3.221
C19 2.227 -0.457 -3.380
C20 2.758 -0.712 -4.641
C21 4.052 -1.214 -4.812
C22 4.851 -1.471 -3.697
C23 4.336 -1.231 -2.426
C24 3.047 -0.724 -2.270
O1 2.564 -0.425 -1.019
N1 6.199 -1.952 -3.821
C25 6.374 -2.956 -4.832
C26 7.222 -4.030 -4.575
C27 7.453 -5.004 -5.547
C28 6.810 -4.911 -6.783
C29 5.943 -3.853 -7.044
C30 5.730 -2.866 -6.075
S1 4.680 -1.501 -6.435
H1 2.602 2.455 6.219
H2 3.345 3.099 7.681
H3 2.597 4.190 6.503
H4 0.889 2.052 7.827
H5 1.259 3.499 8.736
H6 0.315 4.896 6.927
H7 -0.872 3.791 7.626
H8 0.645 3.209 5.046
H9 -0.769 2.341 5.698
H10 -0.846 5.251 4.830
H11 -2.195 4.236 5.354
H12 -1.448 2.658 3.400
H13 -0.705 4.138 2.737
H14 -3.641 3.777 3.477
H15 -2.903 5.290 3.014
H16 -2.498 4.655 0.807
H17 -4.123 4.068 1.128
H18 -2.853 2.450 -0.161
H19 -1.567 2.435 1.020
H20 -2.642 0.951 2.390
H21 -4.186 1.781 2.245
H22 -4.611 0.640 0.121
H23 -4.275 -0.554 1.387
H24 -2.618 0.298 -0.985
H25 -1.757 -0.283 0.437
H26 -3.504 -1.793 -1.497
H27 -3.677 -2.229 0.166
H28 -0.926 -2.261 -0.029
H29 -1.983 -3.640 -0.158
H30 -2.003 -2.772 -2.771
H31 -1.020 -4.076 -2.130
H32 0.898 -2.597 -1.894
H33 0.218 -2.442 -3.532
H34 -1.141 -0.476 -2.620
H35 -0.024 -0.412 -1.285
H36 0.386 0.163 -4.215
H37 0.904 1.117 -2.841
H38 2.143 -0.529 -5.514
H39 4.961 -1.417 -1.560
H40 2.774 -1.141 -0.413
H41 6.797 -1.162 -4.047
H42 7.705 -4.075 -3.607
H43 8.121 -5.828 -5.333
H44 6.969 -5.675 -7.535
H45 5.428 -3.786 -7.995
F1 -8.188 -2.365 -1.309
P1 -7.365 -2.291 0.124
F2 -8.247 -3.620 0.545
F3 -6.084 -2.589 -0.888
F4 -8.665 -1.426 0.663
F5 -6.598 -0.848 0.420
F6 -6.363 -2.885 1.308

---

(9)
3 unconnected molecules or ions with the total composition C3H11ClN3 in a non-equilibrium geometry, computed with wB97M-V/def2-TZVPD.

As for the total energy: -744.958818 Eh. Its charge is +1. The orbital gap comes out at 7.1 eV. The calculation puts the LUMO energy at -4.81 eV. For the HOMO energy, the calculation gives -0.4389 Eh.

Geometry (Å):
C1 1.319 1.713 0.969
C2 0.988 1.043 -0.389
C3 -0.825 -1.860 1.065
N1 -1.853 -1.715 0.211
N2 0.673 -0.343 -0.532
N3 1.963 0.086 -0.978
Cl1 -3.476 0.847 -1.495
H1 1.972 1.189 1.634
H2 1.844 2.758 0.855
H3 0.381 1.850 1.491
H4 0.396 1.719 -0.999
H5 -1.142 -1.583 2.096
H6 -1.559 -2.029 -0.724
H7 -2.558 -0.975 0.196
H8 -0.010 -2.474 0.878
H9 -2.974 -0.233 -1.937
H10 2.736 -0.136 -0.300
H11 2.124 0.145 -2.042

---

(10)
3 unconnected molecules or ions with the total composition C3H13NO2 in a non-equilibrium geometry, computed with wB97M-V/def2-TZVPD.

As for the total energy: -326.956147 Eh. Its charge is +1. The orbital gap (spin up / spin down) comes out at 10.2 / 5.4 eV. The calculation puts the LUMO energy (spin up / spin down) at -3.38 / -8.21 eV. Its spin multiplicity is 2. The expectation value of S² is 0.75. For the HOMO energy (spin up / spin down), the calculation gives -0.4996 / -0.4996 Eh.

Geometry (Å):
C1 0.153 1.305 0.186
C2 -1.366 1.031 0.280
N1 -1.644 -0.132 1.126
C3 -1.972 -1.423 0.484
H1 0.756 0.415 0.015
H2 0.667 1.576 1.164
H3 0.412 1.988 -0.619
H4 -1.776 0.794 -0.729
H5 -1.836 1.925 0.584
H6 -2.028 0.217 2.007
H7 -2.142 -2.358 0.954
H8 -2.882 -1.314 -0.180
H9 -1.160 -1.442 -0.140
H10 2.551 -4.800 -2.747
H11 1.116 -4.639 -3.375
O1 1.949 -5.178 -3.337
H12 2.359 3.568 1.334
H13 3.742 4.421 1.218
O2 3.102 4.048 1.774

---

(11)
2 unconnected molecules or ions with the total composition C11H14N2O in a non-equilibrium geometry, computed with wB97M-V/def2-TZVPD.

As for the total energy: -612.287136 Eh. The orbital gap comes out at 9.0 eV. The calculation puts the LUMO energy at 0.71 eV. Its SMILES is Cc1ccc(O)cc1.Cc1c[nH]cn1. For the HOMO energy, the calculation gives -0.3032 Eh.

Geometry (Å):
C1 0.309 3.048 -0.233
C2 -0.724 2.037 -0.679
C3 -1.206 1.025 0.173
C4 -2.013 0.019 -0.277
C5 -2.563 0.219 -1.573
O1 -3.606 -0.612 -1.878
C6 -2.108 1.134 -2.488
C7 -1.117 2.031 -2.000
H1 0.378 3.068 0.857
H2 0.064 4.073 -0.529
H3 1.285 2.874 -0.688
H4 -1.051 1.010 1.252
H5 -2.355 -0.869 0.228
H6 -3.776 -0.765 -2.813
H7 -2.431 1.240 -3.510
H8 -0.730 2.840 -2.610
C8 1.628 -3.546 1.200
C9 2.039 -2.135 1.321
C10 1.318 -1.015 0.890
N1 1.949 0.046 1.431
C11 3.049 -0.411 2.124
N2 3.078 -1.724 2.068
H9 0.572 -3.604 0.928
H10 1.632 -4.006 2.193
H11 2.284 -4.127 0.552
H12 0.424 -1.038 0.299
H13 1.810 1.053 1.384
H14 3.580 0.210 2.823

---

(12)
2 unconnected molecules or ions with the total composition C5H6N2O3 in a non-equilibrium geometry, computed with wB97M-V/def2-TZVPD.

As for the total energy: -529.308660 Eh. The orbital gap comes out at 9.1 eV. The calculation puts the LUMO energy at 0.49 eV. Its SMILES is O[C@@]12C[C@@H]1N=CN2.O=C=O. For the HOMO energy, the calculation gives -0.3180 Eh.

Geometry (Å):
O1 -0.698 -1.312 -0.711
C1 0.264 -0.305 -0.129
C2 0.501 -0.483 1.346
C3 1.685 -0.617 0.361
N1 2.477 0.617 0.099
C4 1.680 1.511 -0.408
N2 0.385 1.011 -0.522
H1 -0.608 -1.540 -1.620
H2 0.158 -1.308 1.848
H3 0.461 0.428 1.962
H4 1.958 -1.552 0.313
H5 2.054 2.417 -0.807
H6 -0.352 1.632 -0.919
O2 -2.766 0.755 -0.641
C5 -3.352 -0.154 -0.282
O3 -3.848 -1.100 0.108

---

(13)
A molecular structure, C2H5NO in a non-equilibrium geometry, computed with wB97M-V/def2-TZVPD.

As for the total energy: -209.008424 Eh. The orbital gap comes out at 10.3 eV. The calculation puts the LUMO energy at 0.82 eV. For the HOMO energy, the calculation gives -0.3493 Eh.

Geometry (Å):
C1 0.256 0.929 0.503
C2 0.385 -0.592 0.494
H1 -0.180 1.168 -0.814
H2 -0.765 1.193 1.419
H3 1.463 1.592 0.762
H4 1.051 -1.100 1.256
H5 -1.133 -1.324 -1.893
N1 -0.191 -1.301 -0.442
O1 -0.888 -0.565 -1.286